Entry 1:
{
  "formula": "C19H33Br5CaF9KMgNO7",
  "method": "ωB97M-V/def2-TZVPD",
  "homo_lumo_gap_ev": 2.587,
  "spin_multiplicity": 1,
  "total_charge": 1,
  "fmax_ev_per_a": 6.995,
  "e_homo_ev": -7.956,
  "species": ["C", "C", "C", "C", "N", "C", "C", "O", "O", "H", "H", "H", "H", "H", "H", "H", "H", "H", "H", "H", "H", "Br", "C", "C", "Br", "H", "H", "H", "H", "K", "F", "Mg", "C", "C", "C", "F", "F", "F", "F", "O", "C", "C", "F", "F", "F", "F", "H", "H", "H", "H", "O", "H", "Ca", "C", "Br", "Br", "Br", "H", "C", "O", "H", "H", "H", "O", "C", "O", "C", "C", "C", "H", "H", "H", "H", "H", "H", "H", "H"],
  "coordinates": [[-2.051, 1.539, 4.486], [-0.643, 1.290, 3.818], [-0.586, 0.068, 2.828], [-1.798, -0.026, 1.806], [-2.360, 1.244, 1.364], [-1.317, 1.944, 0.639], [-0.831, 1.108, -0.658], [-1.514, 0.209, -1.208], [0.423, 1.464, -1.173], [-2.580, 0.609, 4.817], [-2.763, 2.108, 3.821], [-1.900, 2.168, 5.411], [-0.241, 2.247, 3.376], [0.066, 1.045, 4.662], [0.368, 0.056, 2.223], [-0.613, -0.865, 3.464], [-1.459, -0.684, 0.928], [-2.621, -0.602, 2.343], [-3.063, 1.004, 0.644], [-1.809, 2.917, 0.210], [-0.419, 2.291, 1.270], [-6.344, 1.839, 0.684], [-6.627, 2.268, -1.196], [-6.175, 1.140, -2.087], [-4.234, 1.101, -2.240], [-6.104, 3.203, -1.390], [-7.700, 2.430, -1.294], [-6.540, 1.283, -3.104], [-6.486, 0.161, -1.730], [-0.167, 3.930, 0.814], [0.253, 2.755, -2.639], [-2.518, -1.531, 0.121], [2.721, -4.336, -1.505], [1.726, -4.337, -0.321], [1.300, -2.970, 0.215], [2.334, -2.268, 0.706], [0.422, -3.117, 1.239], [2.226, -5.111, 0.671], [0.605, -4.964, -0.761], [4.119, -4.549, -1.200], [4.884, -3.447, -0.836], [5.439, -3.572, 0.591], [4.473, -3.674, 1.485], [6.167, -2.491, 0.917], [4.206, -2.327, -1.021], [5.931, -3.413, -1.732], [2.455, -5.202, -2.114], [2.577, -3.480, -2.165], [0.810, -2.375, -0.562], [6.080, -4.460, 0.690], [2.513, 1.619, 2.075], [2.437, 1.033, 1.312], [7.589, -4.774, -0.387], [5.046, -8.608, -1.742], [6.299, -9.172, -0.378], [3.717, -7.396, -1.027], [5.953, -7.843, -3.275], [4.523, -9.495, -2.087], [7.458, -3.577, 3.735], [8.393, -4.307, 3.091], [6.641, -3.147, 3.125], [6.883, -4.094, 4.529], [7.817, -2.677, 4.272], [-3.433, 6.986, -0.071], [-3.752, 6.652, -1.185], [-2.903, 5.920, -1.922], [-3.241, 5.298, -3.172], [-3.060, 6.259, -4.328], [-5.043, 7.119, -1.795], [-4.245, 4.868, -3.137], [-2.550, 4.461, -3.289], [-3.727, 7.120, -4.244], [-3.260, 5.760, -5.277], [-2.041, 6.648, -4.342], [-4.894, 8.102, -2.241], [-5.790, 7.195, -1.004], [-5.450, 6.435, -2.538]],
  "lowdin_charge": [-0.119, -0.230, -0.154, -0.332, -0.025, -0.282, -0.468, -0.199, -0.041, 0.074, 0.065, 0.078, 0.088, 0.123, 0.100, 0.126, -0.054, 0.117, 0.059, 0.098, -0.011, 0.616, -0.685, -0.670, 0.701, 0.041, 0.063, 0.062, 0.052, 0.972, -0.391, 0.909, -0.055, -0.441, -0.304, 0.113, 0.073, 0.106, 0.117, -0.087, -0.535, -0.413, 0.186, 0.130, 0.210, 0.056, 0.109, 0.157, 0.169, 0.033, -0.479, -0.179, 1.597, -1.587, 0.590, 0.737, 0.575, -0.017, -0.397, -0.325, 0.034, 0.065, 0.072, 0.096, -0.537, -0.008, -0.230, -0.057, 0.013, 0.103, 0.120, 0.069, 0.085, 0.089, 0.101, 0.094, 0.070]
}

Entry 2:
{
  "formula": "C18H27N2O3S",
  "method": "ωB97M-V/def2-TZVPD",
  "homo_lumo_gap_ev": 8.288,
  "spin_multiplicity": 1,
  "total_charge": 1,
  "relative_energy_kj_mol": 0.00,
  "smiles": "CCCCCCOc1ccc(N2C(=O)C[C@H](SCC[NH3+])C2=O)cc1",
  "fmax_ev_per_a": 0.709,
  "e_homo_ev": -11.050,
  "species": ["C", "C", "C", "C", "C", "C", "O", "C", "C", "C", "C", "N", "C", "O", "C", "C", "S", "C", "C", "N", "C", "O", "C", "C", "H", "H", "H", "H", "H", "H", "H", "H", "H", "H", "H", "H", "H", "H", "H", "H", "H", "H", "H", "H", "H", "H", "H", "H", "H", "H", "H"],
  "coordinates": [[-2.709, 8.740, -4.246], [-2.706, 7.239, -3.981], [-1.436, 6.804, -3.251], [-1.337, 5.292, -3.048], [-2.376, 4.751, -2.067], [-2.171, 3.265, -1.792], [-0.944, 3.114, -1.091], [-0.505, 1.890, -0.773], [-1.180, 0.697, -1.037], [-0.627, -0.513, -0.663], [0.598, -0.544, -0.021], [1.178, -1.804, 0.343], [2.008, -2.529, -0.541], [2.335, -2.140, -1.615], [2.346, -3.838, 0.143], [1.764, -3.714, 1.543], [0.630, -5.090, 2.016], [1.146, -5.441, 3.736], [0.899, -4.289, 4.707], [-0.370, -3.595, 4.388], [0.968, -2.422, 1.509], [0.229, -2.030, 2.410], [1.285, 0.633, 0.252], [0.735, 1.837, -0.119], [-1.858, 9.021, -4.861], [-2.653, 9.292, -3.311], [-3.619, 9.035, -4.764], [-2.777, 6.703, -4.930], [-3.583, 6.982, -3.385], [-0.572, 7.132, -3.834], [-1.387, 7.303, -2.281], [-1.453, 4.790, -4.012], [-0.344, 5.051, -2.663], [-2.302, 5.293, -1.123], [-3.381, 4.885, -2.466], [-2.131, 2.709, -2.737], [-2.996, 2.875, -1.181], [-2.134, 0.700, -1.539], [-1.149, -1.433, -0.877], [3.424, -4.002, 0.129], [1.887, -4.652, -0.423], [2.534, -3.667, 2.314], [0.543, -6.310, 4.002], [2.194, -5.736, 3.746], [0.872, -4.687, 5.724], [1.702, -3.551, 4.653], [-0.183, -2.937, 3.515], [-1.104, -4.268, 4.147], [-0.687, -3.008, 5.162], [2.244, 0.599, 0.745], [1.247, 2.764, 0.077]],
  "lowdin_charge": [-0.115, -0.277, -0.228, -0.212, -0.172, -0.195, -0.029, -0.257, 0.008, 0.008, -0.206, 0.106, -0.373, 0.183, -0.065, -0.431, 0.973, -0.432, -0.215, 0.121, -0.402, 0.067, 0.007, 0.024, 0.072, 0.072, 0.069, 0.111, 0.100, 0.113, 0.115, 0.117, 0.111, 0.125, 0.114, 0.134, 0.131, 0.110, 0.126, 0.142, 0.130, 0.129, 0.083, 0.092, 0.133, 0.130, 0.080, 0.154, 0.169, 0.125, 0.126]
}

Entry 3:
{
  "formula": "CH5NO2Si",
  "method": "ωB97M-V/def2-TZVPD",
  "homo_lumo_gap_ev": [9.049, 8.237],
  "spin_multiplicity": 1,
  "total_charge": 0,
  "relative_energy_kj_mol": 470.79,
  "fmax_ev_per_a": 3.945,
  "e_homo_ev": [-9.812, -9.275],
  "species": ["C", "N", "O", "O", "Si", "H", "H", "H", "H", "H"],
  "coordinates": [[0.765, -0.425, -0.615], [-0.240, -1.130, 1.443], [-0.853, -0.240, 1.927], [0.049, -2.223, 1.721], [-0.372, 1.050, -0.839], [1.495, -0.077, 0.136], [1.006, -1.253, -1.159], [-0.532, 1.960, -2.055], [-1.630, 0.469, -0.949], [0.313, 1.870, 0.392]],
  "lowdin_charge": [-0.169, -0.309, 0.048, 0.116, 0.568, -0.004, -0.033, -0.089, -0.114, -0.014]
}

Entry 4:
{
  "formula": "C3H4CoO2",
  "method": "ωB97M-V/def2-TZVPD",
  "homo_lumo_gap_ev": [6.348, 6.031],
  "spin_multiplicity": 5,
  "total_charge": 1,
  "relative_energy_kj_mol": 27.54,
  "fmax_ev_per_a": 1.423,
  "e_homo_ev": [-13.076, -13.733],
  "species": ["C", "C", "H", "H", "H", "H", "C", "O", "O", "Co"],
  "coordinates": [[0.241, 0.169, 1.206], [0.507, -1.127, 1.524], [-0.698, 0.622, 1.541], [1.066, 0.887, 1.150], [-0.297, -1.829, 1.753], [1.496, -1.559, 1.359], [-0.379, 0.570, -1.315], [-0.392, -0.405, -2.094], [-0.647, 1.739, -1.669], [-0.898, 0.933, -3.456]],
  "lowdin_spin": [0.030, 0.208, -0.004, -0.004, 0.009, 0.009, 0.471, 0.192, 0.194, 2.896]
}

Entry 5:
{
  "formula": "CH2IOP",
  "method": "ωB97M-V/def2-TZVPD",
  "homo_lumo_gap_ev": 8.222,
  "spin_multiplicity": 1,
  "total_charge": 0,
  "relative_energy_kj_mol": 268.32,
  "fmax_ev_per_a": 6.719,
  "e_homo_ev": -8.799,
  "species": ["C", "O", "P", "I", "H", "H"],
  "coordinates": [[-0.230, 1.095, 1.339], [-0.408, 0.175, -1.699], [0.051, -0.176, -0.017], [1.838, 1.438, 0.579], [0.108, -0.399, -2.152], [0.133, 0.384, 2.110]],
  "lowdin_charge": [-0.757, -0.376, 0.583, 0.741, -0.072, -0.118]
}

Entry 6:
{
  "formula": "C5H15NO",
  "method": "ωB97M-V/def2-TZVPD",
  "homo_lumo_gap_ev": 9.729,
  "spin_multiplicity": 1,
  "total_charge": 0,
  "relative_energy_kj_mol": 88.33,
  "smiles": "CC[C@@H](C)CN.O",
  "fmax_ev_per_a": 2.478,
  "e_homo_ev": -8.905,
  "species": ["C", "C", "C", "C", "C", "N", "H", "H", "H", "H", "H", "H", "H", "H", "H", "H", "H", "H", "H", "O", "H", "H"],
  "coordinates": [[0.324, -2.400, 0.913], [-0.277, -1.014, 0.673], [0.762, -0.061, 0.054], [1.275, -0.537, -1.310], [0.136, 1.349, -0.117], [0.497, 2.179, 1.055], [-0.227, -3.022, 1.626], [0.299, -3.019, 0.025], [1.342, -2.315, 1.297], [-0.975, -1.058, -0.172], [-0.679, -0.509, 1.548], [1.639, 0.073, 0.699], [1.821, 0.140, -1.953], [1.929, -1.383, -1.028], [0.467, -1.032, -1.866], [0.570, 1.818, -1.002], [-0.950, 1.305, -0.176], [0.179, 3.134, 1.058], [1.506, 2.207, 1.117], [-3.005, 1.507, -1.112], [-3.436, 0.663, -1.034], [-3.198, 1.975, -0.293]],
  "lowdin_charge": [-0.109, -0.223, -0.400, -0.079, -0.249, -0.015, 0.066, 0.065, 0.075, 0.103, 0.111, 0.126, 0.071, 0.074, 0.083, 0.101, 0.075, 0.051, 0.054, -0.052, 0.030, 0.043]
}

Entry 7:
{
  "formula": "C2H9NS",
  "method": "ωB97M-V/def2-TZVPD",
  "homo_lumo_gap_ev": 10.057,
  "spin_multiplicity": 1,
  "total_charge": 0,
  "relative_energy_kj_mol": 49.29,
  "smiles": "CNC.S",
  "fmax_ev_per_a": 0.486,
  "e_homo_ev": -9.090,
  "species": ["C", "N", "C", "H", "H", "H", "H", "H", "H", "H", "S", "H", "H"],
  "coordinates": [[0.804, 0.482, 1.366], [0.178, -0.269, 0.288], [0.996, -0.292, -0.926], [1.790, 0.092, 1.673], [0.158, 0.512, 2.236], [0.965, 1.510, 1.040], [0.041, -1.229, 0.587], [1.876, -0.934, -0.825], [0.387, -0.584, -1.775], [1.346, 0.721, -1.128], [-3.263, 0.140, -0.438], [-3.352, -0.425, -1.647], [-1.926, 0.278, -0.450]],
  "lowdin_charge": [-0.150, -0.215, -0.142, 0.077, 0.072, 0.075, 0.101, 0.075, 0.069, 0.075, 0.461, -0.234, -0.264]
}

What did the second record say?
{
  "formula": "C18H27N2O3S",
  "method": "ωB97M-V/def2-TZVPD",
  "homo_lumo_gap_ev": 8.288,
  "spin_multiplicity": 1,
  "total_charge": 1,
  "relative_energy_kj_mol": 0.00,
  "smiles": "CCCCCCOc1ccc(N2C(=O)C[C@H](SCC[NH3+])C2=O)cc1",
  "fmax_ev_per_a": 0.709,
  "e_homo_ev": -11.050,
  "species": ["C", "C", "C", "C", "C", "C", "O", "C", "C", "C", "C", "N", "C", "O", "C", "C", "S", "C", "C", "N", "C", "O", "C", "C", "H", "H", "H", "H", "H", "H", "H", "H", "H", "H", "H", "H", "H", "H", "H", "H", "H", "H", "H", "H", "H", "H", "H", "H", "H", "H", "H"],
  "coordinates": [[-2.709, 8.740, -4.246], [-2.706, 7.239, -3.981], [-1.436, 6.804, -3.251], [-1.337, 5.292, -3.048], [-2.376, 4.751, -2.067], [-2.171, 3.265, -1.792], [-0.944, 3.114, -1.091], [-0.505, 1.890, -0.773], [-1.180, 0.697, -1.037], [-0.627, -0.513, -0.663], [0.598, -0.544, -0.021], [1.178, -1.804, 0.343], [2.008, -2.529, -0.541], [2.335, -2.140, -1.615], [2.346, -3.838, 0.143], [1.764, -3.714, 1.543], [0.630, -5.090, 2.016], [1.146, -5.441, 3.736], [0.899, -4.289, 4.707], [-0.370, -3.595, 4.388], [0.968, -2.422, 1.509], [0.229, -2.030, 2.410], [1.285, 0.633, 0.252], [0.735, 1.837, -0.119], [-1.858, 9.021, -4.861], [-2.653, 9.292, -3.311], [-3.619, 9.035, -4.764], [-2.777, 6.703, -4.930], [-3.583, 6.982, -3.385], [-0.572, 7.132, -3.834], [-1.387, 7.303, -2.281], [-1.453, 4.790, -4.012], [-0.344, 5.051, -2.663], [-2.302, 5.293, -1.123], [-3.381, 4.885, -2.466], [-2.131, 2.709, -2.737], [-2.996, 2.875, -1.181], [-2.134, 0.700, -1.539], [-1.149, -1.433, -0.877], [3.424, -4.002, 0.129], [1.887, -4.652, -0.423], [2.534, -3.667, 2.314], [0.543, -6.310, 4.002], [2.194, -5.736, 3.746], [0.872, -4.687, 5.724], [1.702, -3.551, 4.653], [-0.183, -2.937, 3.515], [-1.104, -4.268, 4.147], [-0.687, -3.008, 5.162], [2.244, 0.599, 0.745], [1.247, 2.764, 0.077]],
  "lowdin_charge": [-0.115, -0.277, -0.228, -0.212, -0.172, -0.195, -0.029, -0.257, 0.008, 0.008, -0.206, 0.106, -0.373, 0.183, -0.065, -0.431, 0.973, -0.432, -0.215, 0.121, -0.402, 0.067, 0.007, 0.024, 0.072, 0.072, 0.069, 0.111, 0.100, 0.113, 0.115, 0.117, 0.111, 0.125, 0.114, 0.134, 0.131, 0.110, 0.126, 0.142, 0.130, 0.129, 0.083, 0.092, 0.133, 0.130, 0.080, 0.154, 0.169, 0.125, 0.126]
}